Record 1
Density functional theory data (ωB97M-V/def2-TZVPD) for an isolated molecule of C5H7FS at a distorted geometry.

```
! RIJCOSX wB97M-V def2-TZVPD def2/J DEFGRID3
* xyz 0 1
H -1.8254 0.0675 -1.4218
C 1.6341 -1.1540 -0.6988
H 2.5179 -1.4954 -1.2265
H -1.1871 0.3499 1.5827
C -1.0290 0.4491 0.5100
C 1.7630 -0.9814 0.7724
H 0.6791 -1.3433 -1.1521
C -1.8813 -0.0507 -0.3502
C 1.7873 0.1870 -0.0994
S 0.3913 1.2978 -0.0846
F -2.9239 -0.8126 0.0467
H 2.7135 0.7162 -0.2716
H 0.8501 -1.1955 1.3125
H 2.6610 -1.2521 1.3066
*
```

## Properties
SMILES = F/C=C/SC1CC1
Largest force on an atom = 1.786 eV Å⁻¹
Orbital gap = 0.350 Ha
HOMO level = -8.577 eV
Energy relative to the best compared isomer or geometry (same formula, charge and spin) = 138.4 kJ/mol
LUMO level = 0.0351 Eh



Record 2
Density functional theory data (ωB97M-V/def2-TZVPD) for C5H7HgO4 as an isolated structure at a distorted geometry.

```
! RIJCOSX wB97M-V def2-TZVPD def2/J DEFGRID3
* xyz 1 1
O -2.4487 0.6345 -2.2665
H 1.3687 0.1513 -1.1736
C 0.5146 0.3464 -0.5189
H 0.2538 -0.5752 2.6078
C 1.2218 -0.2685 2.2038
O -0.4065 1.2059 -1.5153
H -0.4603 -1.4754 -1.2170
O 3.0516 -1.9539 2.2156
H 0.6550 1.0995 0.2652
Hg -0.9649 0.9467 -3.3714
C 2.1988 -1.1774 2.2585
H -0.3290 -1.4863 0.5002
C -1.8017 0.9267 -1.1323
O -1.7071 -0.1399 -0.2126
H 1.5236 0.7784 2.2749
C -0.4628 -0.8029 -0.3440
H -2.2068 1.7902 -0.5746
*
```

## Properties
Largest force on an atom = 9.119 eV Å⁻¹
Orbital gap = 0.191 Ha
HOMO level = -12.435 eV
Energy relative to the best compared isomer or geometry (same formula, charge and spin) = 335.1 kJ/mol
LUMO level = -0.2664 Eh



Record 3
Density functional theory data (ωB97M-V/def2-TZVPD) for an isolated molecule of C5H7I at a distorted geometry.

```
! RIJCOSX wB97M-V def2-TZVPD def2/J DEFGRID3
* xyz 0 1
C -0.7921 -0.5630 1.9470
I -0.0368 -2.4045 -1.0951
C -0.8463 0.4417 0.9849
H 0.1128 -0.2391 -2.5752
C 0.2680 -0.2624 -1.4636
H 1.8773 -0.1224 -0.0892
C 1.3374 0.4025 -0.6995
H -0.0386 -1.2860 1.6613
H -0.3875 1.7183 -0.7259
H -1.6782 1.1030 1.1179
C -0.1392 0.7148 -0.4480
H 1.8594 1.2397 -1.3066
H -1.5361 -0.7428 2.6920
*
```

## Properties
SMILES = C=C[C@H]1C[C@H]1I
Largest force on an atom = 7.174 eV Å⁻¹
Orbital gap = 0.357 Ha
HOMO level = -9.284 eV
Energy relative to the best compared isomer or geometry (same formula, charge and spin) = 129.4 kJ/mol
LUMO level = 0.0163 Eh



Record 4
Density functional theory data (ωB97M-V/def2-TZVPD) for an isolated ion of composition C5H7IN and charge +1 at a distorted geometry.

```
! RIJCOSX wB97M-V def2-TZVPD def2/J DEFGRID3
* xyz 1 1
H 1.6710 -0.9745 -2.6338
H -0.1461 -1.2756 -2.8865
H -0.7751 1.2570 3.1071
H 0.5256 -0.0705 3.1212
C 0.6083 -0.7034 -2.3627
C -0.5877 1.1851 -0.0957
H 0.5945 0.3828 -2.4293
C 0.4812 -0.9584 -0.8335
H 0.9722 -1.9215 -0.6068
C -0.3379 0.4181 1.2029
N -0.0677 -0.1030 -0.0618
C -0.4637 0.2929 2.6056
H -1.2258 -0.4723 2.8551
I -1.2486 2.9432 -0.9820
*
```

## Properties
SMILES = C/C=[N+]1C(C)=C/1I
Largest force on an atom = 8.956 eV Å⁻¹
Orbital gap = 0.306 Ha
HOMO level = -12.891 eV
Energy relative to the best compared isomer or geometry (same formula, charge and spin) = 331.2 kJ/mol
LUMO level = -0.1677 Eh



Record 5
Density functional theory data (ωB97M-V/def2-TZVPD) for a 2-piece molecular cluster, C5H7IN2 overall at a distorted geometry.

```
! RIJCOSX wB97M-V def2-TZVPD def2/J DEFGRID3
* xyz 0 1
C -1.5550 -1.5907 0.1689
I 0.8234 1.5697 2.8505
C 1.2633 0.3338 -0.8345
H 0.6367 -2.0133 -2.0801
C 0.0489 -1.6745 -1.2570
H -2.5519 -1.8983 0.6184
H -1.8978 1.2199 2.3384
H -1.2096 2.3527 1.2651
N -1.0211 -2.3164 -0.8666
C -1.0473 1.5058 1.8179
H 0.7197 1.0126 -1.3990
H 2.0963 -0.1701 -1.3236
N 0.2946 -0.6103 -0.5352
H 1.5752 0.8765 0.0970
C -0.7877 -0.4625 0.2079
*
```

## Properties
Largest force on an atom = 5.541 eV Å⁻¹
Orbital gap (spin up / spin down) = 0.296 / 0.289 Ha
HOMO level (spin up / spin down) = -8.663 / -8.499 eV
Energy relative to the best compared isomer or geometry (same formula, charge and spin) = 461.0 kJ/mol
LUMO level (spin up / spin down) = -0.0229 / -0.0230 Eh



Record 6
Density functional theory data (ωB97M-V/def2-TZVPD) for C5H7IN2 as an isolated structure at a distorted geometry.

```
! RIJCOSX wB97M-V def2-TZVPD def2/J DEFGRID3
* xyz 0 3
N 0.8077 -0.4963 1.5029
C 1.0211 0.7326 0.1426
H -1.4678 -2.8826 -0.1560
I 3.0696 0.1637 -0.4143
C 0.9576 2.1213 0.6562
H -2.5605 -1.4138 -0.0874
C -0.6409 -0.9386 -0.1441
H 0.0704 2.2291 1.2768
H -1.8284 -1.9030 -1.6072
H -0.2413 0.1137 -1.8179
H 0.8045 2.8555 -0.2716
N -0.0538 -1.2656 1.0755
C -1.7021 -1.8957 -0.6158
C -0.1006 0.1414 -0.7462
H 1.8646 2.4383 1.2064
*
```

## Properties
Largest force on an atom = 5.376 eV Å⁻¹
Orbital gap (spin up / spin down) = 0.259 / 0.247 Ha
HOMO level (spin up / spin down) = -6.695 / -9.126 eV
Energy relative to the best compared isomer or geometry (same formula, charge and spin) = 11.9 kJ/mol
LUMO level (spin up / spin down) = 0.0132 / -0.0881 Eh



Record 7
Density functional theory data (ωB97M-V/def2-TZVPD) for an isolated molecule of C5H7IN2O at a distorted geometry.

```
! RIJCOSX wB97M-V def2-TZVPD def2/J DEFGRID3
* xyz 0 3
H -0.6099 -0.0439 -3.2494
H -0.3791 0.4322 2.0706
N 2.2168 0.8826 -1.4362
H -0.6247 -1.0803 1.2587
C 1.3651 0.2942 -2.7552
H 1.0268 -0.6541 1.9111
H 2.5607 0.0213 0.5722
O 1.8562 0.2172 -3.8468
C 0.0441 -0.3152 1.4180
C -0.4562 0.3914 -1.0532
I 4.1883 0.6614 -1.9613
H -1.4360 -0.1349 -0.9043
C 0.5465 0.1270 0.1168
H -0.6578 1.5215 -1.0649
C 1.8331 0.3488 -0.2250
N -0.0064 0.0552 -2.3993
*
```

## Properties
Largest force on an atom = 5.423 eV Å⁻¹
Orbital gap (spin up / spin down) = 0.232 / 0.220 Ha
HOMO level (spin up / spin down) = -5.763 / -8.507 eV
Energy relative to the best compared isomer or geometry (same formula, charge and spin) = 77.5 kJ/mol
LUMO level (spin up / spin down) = 0.0199 / -0.0924 Eh



Record 8
Density functional theory data (ωB97M-V/def2-TZVPD) for a 2-piece molecular cluster, C5H7N overall.

```
! RIJCOSX wB97M-V def2-TZVPD def2/J DEFGRID3
* xyz 0 1
C -1.6997 0.9221 -0.2850
H -1.6329 -1.0729 -1.2015
H 1.9014 -1.2732 0.6485
H 1.7254 1.6882 -0.4358
H -0.0713 -0.4809 2.4995
C 0.4373 -0.3105 -1.0884
H -2.1281 1.9089 -0.4203
H 0.4611 -0.6648 2.9889
N -1.4461 0.1277 0.6524
C -1.0367 -0.2759 -0.7531
C 1.4722 -0.5516 -0.0296
C 1.3966 0.6608 -0.4713
H 0.6207 -0.6779 -2.1042
*
```

## Properties
SMILES = C1=CC1[C@@H]1C=N1.[H][H]
Largest force on an atom = 0.534 eV Å⁻¹
Orbital gap = 0.394 Ha
HOMO level = -9.538 eV
Energy relative to the best compared isomer or geometry (same formula, charge and spin) = 538.6 kJ/mol
LUMO level = 0.0438 Eh



Record 9
Density functional theory data (ωB97M-V/def2-TZVPD) for an isolated molecule of C5H7N.

```
! RIJCOSX wB97M-V def2-TZVPD def2/J DEFGRID3
* xyz 0 1
H -1.1987 2.0486 -0.7419
H 2.1607 -0.2748 -0.2713
H 1.5039 -0.2486 1.3708
C 0.6416 1.2531 0.0522
C -1.0443 -0.2300 -0.5860
N -1.0693 -0.9245 0.6370
C 1.2450 -0.1154 0.3126
H -1.6734 -0.5629 -1.4149
C 0.1209 -1.0735 -0.0799
H 1.1491 2.1699 0.3408
H -1.6148 -1.2080 1.4197
H 0.3583 -2.0287 -0.5560
C -0.5790 1.1949 -0.4830
*
```

## Properties
SMILES = C1=C[C@@H]2N[C@@H]2C1
Largest force on an atom = 0.299 eV Å⁻¹
Orbital gap = 0.358 Ha
HOMO level = -8.400 eV
Energy relative to the best compared isomer or geometry (same formula, charge and spin) = 227.5 kJ/mol
LUMO level = 0.0490 Eh



Record 10
Density functional theory data (ωB97M-V/def2-TZVPD) for C5H7N as an isolated structure at a distorted geometry.

```
! RIJCOSX wB97M-V def2-TZVPD def2/J DEFGRID3
* xyz 0 1
H -1.4247 -0.6715 -1.9846
C -1.0464 0.8493 -0.3274
H 1.9039 0.5134 -0.0236
C 0.3809 -0.8181 -0.5445
C 0.1071 -0.6347 0.9232
N 1.0792 0.5684 -0.5258
H 0.4129 1.5822 1.1476
H 1.2477 -1.5905 -0.7994
C -0.8704 -0.2556 -1.1458
H -2.0415 1.4889 -0.1659
C 0.1716 0.7824 0.5467
H 0.8466 -0.8744 1.5725
H -0.7667 -0.9401 1.3270
*
```

## Properties
Largest force on an atom = 4.505 eV Å⁻¹
Orbital gap = 0.361 Ha
HOMO level = -8.731 eV
Energy relative to the best compared isomer or geometry (same formula, charge and spin) = 441.6 kJ/mol
LUMO level = 0.0398 Eh



Record 11
Density functional theory data (ωB97M-V/def2-TZVPD) for an isolated molecule of C5H7N.

```
! RIJCOSX wB97M-V def2-TZVPD def2/J DEFGRID3
* xyz 0 1
C 0.0281 -0.0833 -0.1144
H 2.0551 -0.3041 0.1638
H 0.5556 -1.3161 1.6435
C 0.0482 1.1283 0.6896
H -0.8072 -0.9818 -1.8697
N 1.3073 -0.7686 -0.3469
H -0.1204 -2.2794 0.2325
H 0.0738 3.0509 1.9015
H -0.6823 0.7866 -1.9516
H -1.9551 0.0379 -0.9613
C 0.3494 -1.3607 0.5774
C -0.9171 -0.0577 -1.2958
C 0.0647 2.1480 1.3313
*
```

## Properties
SMILES = C#C[C@]1(C)CN1
Largest force on an atom = 0.457 eV Å⁻¹
Orbital gap = 0.383 Ha
HOMO level = -9.335 eV
Energy relative to the best compared isomer or geometry (same formula, charge and spin) = 269.6 kJ/mol
LUMO level = 0.0399 Eh



Record 12
Density functional theory data (ωB97M-V/def2-TZVPD) for an isolated molecule of C5H7N at a distorted geometry.

```
! RIJCOSX wB97M-V def2-TZVPD def2/J DEFGRID3
* xyz 0 1
C -0.0315 -0.2861 0.8707
H -0.0894 1.9474 0.0403
H -0.0670 -0.5638 1.9210
C 1.2800 -0.1087 0.4468
H -0.3511 -1.6694 -0.7736
C -1.3477 0.1955 -0.7660
H -2.3747 0.1536 -0.9280
N -0.9243 -1.1136 -0.0131
H -0.7339 0.2173 -1.8020
C -0.6568 1.1224 0.2948
C 2.1632 0.0546 -0.5561
H 3.1502 0.3702 -1.0722
H -1.5070 1.4739 0.9655
*
```

## Properties
SMILES = C#C[C@H]1CCN1
Largest force on an atom = 12.155 eV Å⁻¹
Orbital gap = 0.363 Ha
HOMO level = -9.021 eV
Energy relative to the best compared isomer or geometry (same formula, charge and spin) = 508.3 kJ/mol
LUMO level = 0.0313 Eh